Entry 1:
A cluster of 2 separate species, C5H12Si2 in total in a non-equilibrium geometry. Source: the OMol25 dataset; level of theory: wB97M-V/def2-TZVPD.

Geometry as XYZ:
```
19
Properties=species:S:1:pos:R:3:forces:R:3:nbo_charge:R:1
C -0.6631 -2.1729 -0.4266 -0.39 -2.55 0.21 -0.203
C -0.0329 -1.1524 -0.4759 0.12 0.06 0.81 -0.485
C 0.3744 1.5165 -1.4066 1.08 -0.05 -1.03 -1.086
C 0.3974 1.0171 1.7362 -1.35 0.99 -2.46 -1.057
C 2.7843 -0.2140 0.0759 -0.72 -1.38 0.25 -1.113
Si -5.2166 -1.4772 -0.1603 -0.23 -0.39 0.03 0.572
Si 0.9559 0.3022 0.0015 0.34 2.14 -0.83 1.547
H -1.0089 -3.2302 -0.3168 0.18 1.80 -0.37 0.248
H -0.6828 1.3378 -1.4173 -0.89 0.20 0.26 0.232
H 0.5599 2.5961 -1.2842 -0.07 -0.40 0.30 0.231
H 0.6199 1.3218 -2.5109 0.25 -0.21 1.68 0.243
H 0.5662 0.2582 2.4221 -0.34 -1.82 1.42 0.228
H 0.9786 1.8195 2.1712 0.26 0.57 -0.56 0.239
H -0.7028 1.3514 1.6675 1.65 -0.71 0.32 0.241
H 2.8487 -1.3155 0.0417 -0.25 0.25 -0.19 0.246
H 3.6103 0.1184 -0.4984 0.14 0.71 -1.55 0.253
H 3.2049 -0.0084 1.0211 0.00 0.40 1.75 0.237
H -3.8297 -2.0146 -0.4492 0.03 0.09 0.00 -0.286
H -4.7637 -0.0537 -0.1910 0.20 0.31 -0.03 -0.286
```
Forces are in eV/Å.

## Properties
Total charge: 0
ΔE to the lowest compared entry with this formula, charge and spin (eV): 3.868
HOMO level (eV): -8.801
Electronic energy (eV): -21130.4148
Gap between HOMO and LUMO (eV): 7.78

***

Entry 2:
A cluster of 2 separate species, C5H13BS2 in total in a non-equilibrium geometry. Source: the OMol25 dataset; level of theory: wB97M-V/def2-TZVPD.

Geometry as XYZ:
```
21
Properties=species:S:1:pos:R:3:forces:R:3:nbo_charge:R:1
B 1.1412 0.5530 1.5981 -1.74 1.49 1.14 -0.094
C -2.6301 0.0586 -2.5301 -0.25 2.44 -0.30 -0.647
C -0.5107 1.1195 -1.8100 -0.53 0.77 1.14 -0.405
C -1.0625 -0.8875 0.9319 -1.82 -0.50 0.65 -0.762
C 3.6646 -0.3339 2.2648 1.11 -0.44 1.43 -0.764
C -1.1924 0.0162 -2.1101 0.15 0.43 -0.38 -0.183
S 0.6750 -1.1290 1.3557 -0.08 -0.03 -0.41 0.086
S 2.6455 1.1719 2.2257 1.21 -0.22 0.04 0.136
H -2.7705 -0.3115 -3.5433 0.09 -0.17 -0.12 0.221
H -2.8617 1.2230 -2.5949 -0.26 -2.55 0.39 0.208
H -3.3055 -0.5402 -1.8847 0.34 0.68 -0.14 0.221
H 0.2434 1.4335 1.7436 0.88 -0.98 -0.73 -0.003
H 0.4733 1.2309 -1.3106 -0.51 -0.59 -0.84 0.213
H -1.1220 2.0393 -1.7445 0.54 -0.30 -0.34 0.185
H -1.7056 -0.4674 1.8371 1.36 -1.21 -1.96 0.232
H -1.3901 -1.8931 0.5309 -0.07 0.92 1.03 0.224
H -1.1917 -0.2576 0.0476 0.27 0.19 0.74 0.247
H 3.0207 -1.1697 2.5050 -0.30 -0.34 -0.76 0.227
H 4.3211 -0.4244 3.1774 -0.36 0.97 -0.88 0.232
H 4.3105 -0.4747 1.3863 -0.57 -0.01 0.21 0.229
H -0.7525 -0.9568 -2.0759 0.52 -0.53 0.07 0.197
```
Forces are in eV/Å.

## Properties
Total charge: 0
ΔE to the lowest compared entry with this formula, charge and spin (eV): 0.000
HOMO level (eV): -8.960
Electronic energy (eV): -27742.0071
SMILES: CSBSC.C=CC
Gap between HOMO and LUMO (eV): 9.58

***

Entry 3:
A structure of composition C5H13BrN in a non-equilibrium geometry. Source: the OMol25 dataset; level of theory: wB97M-V/def2-TZVPD.

Geometry as XYZ:
```
20
Properties=species:S:1:pos:R:3:forces:R:3:nbo_charge:R:1
C -1.9870 0.3974 1.1782 0.87 -0.90 1.36 -0.622
C 0.3265 1.1175 -1.1384 -0.13 1.40 0.22 -0.712
C -0.4906 0.3342 1.6397 -0.66 0.62 0.36 -0.510
C 0.2760 -0.3833 -0.9767 -2.51 -0.81 4.41 -0.079
C 0.2523 -0.6798 0.9338 1.49 -2.39 -4.46 -0.128
N 1.4830 -1.0219 -1.5600 -3.56 -2.50 -2.55 -0.706
Br 2.2143 -0.8105 1.3025 -0.88 0.22 0.38 -0.009
H -2.0909 1.1055 0.3210 -0.42 -1.05 0.68 0.227
H -2.5988 0.6409 2.0592 0.16 0.74 -0.53 0.252
H -2.2735 -0.6721 1.0875 -0.20 0.68 -1.07 0.216
H -0.2117 1.6334 -1.9228 -0.34 -0.71 -0.76 0.261
H 1.3239 1.5552 -1.2194 0.41 -0.58 -0.05 0.238
H -0.0508 1.6914 -0.2749 0.02 -0.76 -0.16 0.254
H -0.3393 0.0839 2.6969 -0.37 0.45 -0.01 0.257
H 0.0157 1.2415 1.3933 0.18 1.01 0.69 0.215
H -0.6827 -0.9964 -1.2520 1.93 1.53 0.00 0.254
H -0.1573 -1.7102 1.0568 0.46 0.75 -0.18 0.216
H 1.1798 -1.0523 -2.5814 1.23 0.19 1.07 0.449
H 1.5606 -2.0562 -1.3160 0.57 1.82 0.22 0.469
H 2.2505 -0.4182 -1.4275 1.75 0.29 0.38 0.458
```
Forces are in eV/Å.

## Properties
Total charge: +1
ΔE to the lowest compared entry with this formula, charge and spin (eV): 2.444
HOMO level (eV): -13.980
Electronic energy (eV): -76919.9582
Gap between HOMO and LUMO (eV): 10.46

***

Entry 4:
A cluster of 2 separate species, C5H13BrN in total in a non-equilibrium geometry. Source: the OMol25 dataset; level of theory: wB97M-V/def2-TZVPD.

Geometry as XYZ:
```
20
Properties=species:S:1:pos:R:3:forces:R:3:nbo_charge:R:1
C 0.8706 0.7901 -1.2396 -1.41 1.52 0.02 -0.694
C -1.6758 2.1358 0.3559 2.51 -1.94 2.93 -0.666
C 0.4886 -2.3619 0.7700 -1.92 1.34 1.58 -0.412
C 0.5430 -0.0060 -0.0623 -2.81 2.55 2.30 -0.021
C -1.5103 0.6760 0.8149 1.70 0.21 -2.03 -0.196
N 0.4793 -1.3991 -0.3874 1.42 -2.23 -0.11 -0.549
Br -2.6748 -0.5044 -0.1236 -0.08 -0.24 0.17 0.054
H 0.8483 1.8842 -1.0003 -0.95 -0.80 -0.49 0.264
H 0.2985 0.4188 -2.0976 -0.01 0.85 -0.10 0.225
H 1.8884 0.7507 -1.4457 2.19 -0.79 -0.68 0.239
H -1.5863 2.3711 -0.6340 -0.10 0.01 -2.74 0.230
H -0.8497 2.6514 0.8546 -0.10 0.30 0.12 0.224
H -2.5573 2.4849 0.7807 -1.77 0.78 0.59 0.245
H 0.9309 -1.8441 1.6792 -0.31 -1.11 -1.34 0.250
H -0.5216 -2.8059 0.9942 0.69 1.24 -0.15 0.252
H 0.9595 -3.1541 0.3177 1.93 -2.15 0.09 0.218
H 1.1589 0.2832 0.8052 -0.24 -1.07 -0.29 0.233
H -1.5980 0.5867 1.9172 0.50 -0.42 -0.84 0.224
H 1.3487 -1.6486 -0.9238 -0.37 0.59 0.62 0.427
H -0.1886 -1.7969 -1.0699 -0.87 1.35 0.35 0.453
```
Forces are in eV/Å.

## Properties
Total charge: +1
ΔE to the lowest compared entry with this formula, charge and spin (eV): 3.941
HOMO level (eV): -12.926
Electronic energy (eV): -76918.4614
Gap between HOMO and LUMO (eV): 9.26

***

Entry 5:
A cluster of 2 separate species, C5H13BrOSi in total in a non-equilibrium geometry. Source: the OMol25 dataset; level of theory: wB97M-V/def2-TZVPD.

Geometry as XYZ:
```
21
Properties=species:S:1:pos:R:3:forces:R:3:nbo_charge:R:1
C 3.8889 -2.1901 1.1566 -0.58 1.58 -0.68 -0.256
C -0.7091 0.2618 1.3236 -2.82 0.78 -0.20 -1.196
C -1.3836 2.7412 -0.8858 -0.68 -1.87 0.75 -1.078
C -3.2188 0.2699 -0.7619 -1.53 -2.96 1.39 -1.187
C 2.6114 -0.4375 0.1209 -0.45 -1.99 -0.35 -0.103
O 3.1067 -1.7781 0.0629 -1.60 2.55 -1.23 -0.537
Si -1.8188 1.0561 0.1521 2.19 0.81 -0.35 1.506
Br 4.0270 0.9002 -0.2660 -0.32 -0.22 0.25 -0.082
H 4.8361 -2.3797 0.7046 1.01 -0.59 0.45 0.192
H 3.3309 -3.0380 1.4771 0.36 -0.83 1.18 0.195
H 3.9371 -1.3164 1.8213 0.27 -0.80 0.57 0.178
H 1.8780 -0.3817 -0.7110 0.56 0.25 0.71 0.216
H 0.1907 0.8004 1.6236 -0.31 -0.10 0.17 0.220
H -1.2909 -0.3075 2.1343 1.33 0.42 -1.31 0.240
H -1.8916 2.6901 -1.8835 0.22 0.28 1.04 0.234
H -1.6753 3.6065 -0.2461 0.40 -0.50 -0.82 0.245
H -0.3127 2.6510 -1.0671 0.09 0.54 0.15 0.241
H -4.0738 0.9686 -0.8316 0.50 -0.33 -0.47 0.253
H -2.9336 -0.2491 -1.7308 -0.32 1.09 1.01 0.271
H -3.6431 -0.6366 -0.0962 0.91 1.88 -1.35 0.252
H 2.1227 -0.2182 1.1082 0.75 0.00 -0.92 0.195
```
Forces are in eV/Å.

## Properties
Total charge: 0
ΔE to the lowest compared entry with this formula, charge and spin (eV): 1.579
HOMO level (eV): -8.239
Electronic energy (eV): -85360.2968
SMILES: C=[Si](C)C.COCBr
Gap between HOMO and LUMO (eV): 8.46

***

Entry 6:
A cluster of 2 separate species, C5H13Cl2NSi in total in a non-equilibrium geometry. Source: the OMol25 dataset; level of theory: wB97M-V/def2-TZVPD.

Geometry as XYZ:
```
22
Properties=species:S:1:pos:R:3:forces:R:3:nbo_charge:R:1
C -1.5752 -1.1465 -0.1004 1.51 -0.19 0.62 -0.621
C -0.5789 1.0105 0.6462 -1.51 -0.13 2.87 -0.593
C -2.4677 0.9956 -1.0644 -1.44 -0.74 0.92 -0.624
C 3.2274 -1.5540 1.9921 -1.32 1.99 -0.52 -1.204
C -1.2167 0.3009 -0.5257 -0.20 -1.05 0.40 0.071
N -0.1802 0.2362 -1.5199 1.89 0.17 -1.37 -0.849
Si 3.6166 -0.4038 0.7055 -1.69 -0.31 2.09 1.382
Cl 4.7746 -0.5730 -0.9349 0.20 -0.30 0.22 -0.314
Cl 2.7969 1.5161 0.5687 0.49 -1.04 0.15 -0.361
H -0.6774 -1.7560 -0.1981 0.26 0.02 -0.63 0.226
H -1.6910 -1.3326 0.9910 -1.16 0.64 -0.71 0.219
H -2.3127 -1.5286 -0.7841 -0.55 -0.56 0.31 0.202
H 0.1060 1.7351 0.2972 1.33 0.37 -0.09 0.205
H -0.2072 0.3336 1.5463 -0.33 1.39 -2.24 0.218
H -1.3492 1.6843 1.0877 0.25 -0.70 0.15 0.206
H -3.1985 0.1649 -1.0664 -0.27 0.89 -0.39 0.209
H -2.9024 1.7910 -0.4346 0.38 -0.27 -0.19 0.210
H -2.3628 1.3564 -2.0696 0.19 0.24 -0.44 0.210
H 3.8852 -2.3436 2.1451 1.33 -1.46 -0.34 0.227
H 2.4172 -1.6589 2.8010 1.13 1.15 -1.62 0.270
H 0.2239 1.1560 -1.5699 0.41 0.27 -0.04 0.347
H -0.3277 0.0163 -2.5126 -0.91 -0.38 0.84 0.365
```
Forces are in eV/Å.

## Properties
Total charge: 0
ΔE to the lowest compared entry with this formula, charge and spin (eV): 2.812
HOMO level (eV): -8.507
Electronic energy (eV): -39808.0332
SMILES: C=[Si](Cl)Cl.CC(C)(C)N
Gap between HOMO and LUMO (eV): 8.57